(1)
# C60H82O32

A cluster of 16 separate species, C60H82O32 in total in a non-equilibrium geometry (wB97M-V/def2-TZVPD, the Open Molecules 2025 dataset).

CARTESIAN COORDINATES (ANGSTROEM)
C: 13.072 17.866 14.861
C: 13.655 17.705 16.368
O: 14.953 18.359 16.427
O: 13.671 16.919 13.916
H: 13.366 18.834 14.457
H: 12.006 17.639 14.883
H: 13.660 16.664 16.692
H: 13.006 18.182 17.103
H: 15.258 18.355 17.337
H: 14.617 17.029 14.033
C: 18.120 15.390 17.710
C: 17.156 15.241 16.516
O: 17.329 13.976 15.969
O: 19.425 15.821 17.403
H: 18.264 14.479 18.290
H: 17.631 16.043 18.433
H: 17.381 16.058 15.831
H: 16.115 15.499 16.710
H: 17.913 13.979 15.207
H: 19.829 15.225 16.769
C: 20.844 13.967 14.610
C: 19.845 14.965 14.018
O: 18.611 14.361 13.661
O: 20.529 13.887 15.988
H: 21.793 14.428 14.335
H: 20.818 12.969 14.172
H: 20.430 15.262 13.147
H: 19.688 15.819 14.677
H: 18.817 13.654 13.045
H: 20.547 12.947 16.181
C: 19.885 8.244 17.980
C: 18.745 8.304 16.980
O: 19.231 8.693 15.666
O: 20.173 9.591 18.229
H: 20.733 7.657 17.627
H: 19.458 7.891 18.919
H: 18.057 9.066 17.345
H: 18.205 7.357 16.976
H: 19.654 7.932 15.263
H: 20.498 9.992 17.419
C: 8.942 14.380 16.154
C: 9.018 14.668 17.669
O: 8.716 16.031 17.889
O: 9.308 13.051 15.741
H: 9.409 15.175 15.574
H: 7.945 14.629 15.792
H: 9.949 14.379 18.156
H: 8.274 14.004 18.110
H: 9.521 16.551 17.833
H: 10.263 12.963 15.702
C: 8.012 9.783 16.768
C: 9.061 10.388 17.709
O: 8.456 11.141 18.731
O: 7.367 8.674 17.351
H: 8.428 9.390 15.840
H: 7.290 10.537 16.456
H: 9.757 11.012 17.148
H: 9.630 9.642 18.263
H: 8.831 11.996 18.505
H: 7.264 8.821 18.294
C: 16.833 8.674 20.458
C: 16.643 9.331 21.896
O: 17.900 9.418 22.572
O: 16.992 9.808 19.599
H: 15.921 8.094 20.320
H: 17.694 8.016 20.349
H: 16.011 8.644 22.460
H: 16.153 10.305 21.909
H: 18.177 10.333 22.661
H: 17.891 10.120 19.726
C: 13.788 13.666 16.369
C: 12.482 13.353 15.623
O: 11.873 12.338 16.330
O: 14.661 12.529 16.490
H: 13.613 14.054 17.373
H: 14.133 14.515 15.779
H: 12.633 13.002 14.602
H: 11.845 14.235 15.680
H: 12.645 11.788 16.486
H: 15.567 12.845 16.478
C: 13.614 16.354 20.038
C: 12.078 16.074 19.849
O: 11.535 16.811 18.724
O: 13.919 17.784 20.076
H: 14.076 15.785 19.231
H: 13.965 15.918 20.973
H: 11.472 16.343 20.714
H: 12.044 14.996 19.690
H: 11.494 17.738 18.970
H: 14.852 17.981 20.190
C: 15.497 14.170 11.845
C: 16.557 14.758 11.159
C: 16.443 15.427 9.844
O: 17.377 15.827 9.191
C: 15.047 15.516 9.420
C: 14.027 14.950 10.107
C: 14.097 14.266 11.413
O: 13.161 13.756 12.000
H: 15.665 13.680 12.793
H: 17.565 14.539 11.481
H: 14.804 16.133 8.568
H: 13.027 14.985 9.699
C: 9.077 20.341 13.458
C: 9.225 19.056 13.890
C: 9.722 17.996 12.968
O: 9.987 16.815 13.273
C: 9.902 18.505 11.523
C: 9.719 19.811 11.207
C: 9.276 20.875 12.112
O: 8.999 22.072 11.818
H: 8.692 20.952 14.261
H: 9.010 18.839 14.926
H: 10.168 17.834 10.720
H: 9.864 19.906 10.141
C: 19.153 19.051 12.048
C: 18.239 18.082 12.335
C: 17.228 18.309 13.356
O: 16.399 17.414 13.586
C: 17.306 19.585 14.029
C: 18.183 20.591 13.747
C: 19.165 20.430 12.653
O: 20.037 21.213 12.357
H: 19.847 18.875 11.239
H: 18.255 17.183 11.737
H: 16.715 19.550 14.932
H: 18.219 21.502 14.326
C: 9.751 12.969 9.648
C: 10.162 11.735 9.952
C: 10.633 11.340 11.280
O: 10.930 10.157 11.556
C: 10.574 12.388 12.327
C: 10.086 13.639 12.016
C: 9.648 14.095 10.668
O: 9.268 15.196 10.453
H: 9.516 13.262 8.636
H: 10.131 11.039 9.127
H: 10.839 12.175 13.351
H: 9.767 14.092 12.944
C: 14.738 12.491 23.446
C: 15.426 12.916 22.341
C: 16.528 13.903 22.310
O: 17.128 14.232 21.270
C: 16.792 14.367 23.712
C: 16.026 13.944 24.765
C: 14.838 13.125 24.730
O: 14.038 13.035 25.598
H: 14.107 11.619 23.361
H: 15.255 12.368 21.426
H: 17.658 15.005 23.803
H: 16.298 14.403 25.704
C: 11.258 9.206 21.374
C: 10.547 10.321 21.170
C: 11.115 11.531 20.520
O: 10.469 12.575 20.520
C: 12.488 11.319 20.083
C: 13.236 10.251 20.260
C: 12.685 9.093 20.987
O: 13.329 8.080 21.233
H: 10.783 8.278 21.655
H: 9.476 10.383 21.290
H: 13.038 12.162 19.690
H: 14.281 10.251 19.988
C: 16.157 9.993 14.510
C: 15.400 9.295 15.449
C: 13.968 9.111 15.356
O: 13.351 8.404 16.078
C: 13.400 10.001 14.341
C: 14.081 10.619 13.375
C: 15.571 10.700 13.355
O: 16.259 11.171 12.427
H: 17.234 10.066 14.531
H: 16.021 8.932 16.254
H: 12.329 9.901 14.254
H: 13.597 11.230 12.627

As for the energy relative to the best compared isomer or geometry (same formula, charge and spin): 400.5 kJ/mol. The total energy is -4742.57885 hartree. The HOMO energy comes out at -9.61 eV.



(2)
# C61H122Cl2O41

A cluster of 16 separate species, C61H122Cl2O41 in total in a non-equilibrium geometry (wB97M-V/def2-TZVPD, the Open Molecules 2025 dataset).

CARTESIAN COORDINATES (ANGSTROEM)
C: -4.468 3.702 -7.897
Cl: -4.164 5.048 -9.087
Cl: -3.395 3.927 -6.478
H: -5.487 3.643 -7.514
H: -4.288 2.685 -8.246
C: -1.084 3.245 -0.879
C: -0.031 2.256 -0.371
O: -0.537 1.077 0.152
C: 0.280 0.181 0.689
O: 1.481 0.218 0.544
O: -0.424 -0.721 1.399
C: 0.204 -1.883 1.828
H: -1.725 3.683 -0.114
H: -1.822 2.782 -1.534
H: -0.479 4.000 -1.382
H: 0.536 2.813 0.376
H: 0.743 2.075 -1.117
H: -0.476 -2.432 2.480
H: 1.150 -1.650 2.317
H: 0.553 -2.445 0.962
C: -3.097 -8.324 -1.826
C: -1.565 -8.547 -2.265
O: -0.998 -7.282 -2.030
C: 0.367 -7.158 -2.186
O: 1.146 -8.062 -2.486
O: 0.747 -5.853 -1.934
C: 2.147 -5.524 -1.776
H: -3.665 -9.253 -1.863
H: -3.631 -7.737 -2.573
H: -3.239 -7.920 -0.824
H: -1.446 -8.837 -3.309
H: -1.104 -9.274 -1.596
H: 2.263 -5.518 -0.693
H: 2.300 -4.542 -2.224
H: 2.947 -6.187 -2.105
C: 8.023 -5.031 -8.297
C: 8.638 -4.101 -7.200
O: 7.680 -3.545 -6.390
C: 7.980 -2.582 -5.538
O: 9.018 -1.949 -5.368
O: 6.828 -2.380 -4.816
C: 6.689 -1.383 -3.821
H: 7.319 -4.429 -8.871
H: 7.452 -5.885 -7.931
H: 8.847 -5.357 -8.932
H: 9.206 -3.325 -7.713
H: 9.390 -4.692 -6.679
H: 5.683 -1.164 -3.465
H: 7.103 -0.414 -4.101
H: 7.160 -1.839 -2.950
C: 4.692 -10.260 6.838
C: 4.247 -8.813 6.556
O: 3.576 -8.923 5.288
C: 3.069 -7.817 4.631
O: 3.233 -6.672 4.986
O: 2.469 -8.150 3.434
C: 2.116 -9.533 3.223
H: 3.790 -10.871 6.795
H: 5.295 -10.357 7.740
H: 5.264 -10.668 6.005
H: 5.139 -8.200 6.433
H: 3.589 -8.438 7.340
H: 1.688 -10.099 4.050
H: 3.039 -9.977 2.849
H: 1.411 -9.588 2.394
C: 5.348 4.340 0.063
C: 5.472 4.654 -1.455
O: 5.696 6.013 -1.659
C: 6.931 6.584 -1.616
O: 7.999 5.998 -1.389
O: 6.764 7.870 -1.773
C: 7.882 8.693 -1.847
H: 6.145 4.863 0.591
H: 5.556 3.286 0.250
H: 4.356 4.602 0.431
H: 4.639 4.232 -2.017
H: 6.312 4.063 -1.821
H: 8.284 8.943 -0.865
H: 7.556 9.649 -2.257
H: 8.643 8.281 -2.509
C: -10.347 -4.211 -0.247
C: -9.188 -5.233 -0.292
O: -8.069 -4.697 -1.008
C: -7.250 -3.767 -0.462
O: -7.343 -3.368 0.709
O: -6.359 -3.460 -1.421
C: -5.167 -2.722 -1.032
H: -10.678 -3.838 -1.217
H: -9.985 -3.356 0.324
H: -11.117 -4.644 0.392
H: -9.561 -6.145 -0.756
H: -8.782 -5.379 0.709
H: -4.803 -3.032 -0.052
H: -5.355 -1.649 -1.075
H: -4.316 -2.894 -1.691
C: 6.512 -1.201 4.192
C: 7.877 -0.730 4.626
O: 8.257 -1.254 5.917
C: 9.178 -2.174 5.970
O: 9.836 -2.549 4.984
O: 9.220 -2.695 7.237
C: 10.026 -3.863 7.504
H: 5.809 -1.274 5.022
H: 6.498 -2.166 3.686
H: 6.169 -0.416 3.517
H: 7.782 0.354 4.684
H: 8.638 -0.841 3.853
H: 9.523 -4.738 7.091
H: 10.001 -4.144 8.556
H: 11.054 -3.800 7.148
C: 3.680 11.076 -3.325
C: 3.239 11.186 -1.846
O: 2.680 9.959 -1.371
C: 2.309 9.818 -0.052
O: 2.238 10.699 0.785
O: 2.052 8.453 0.201
C: 1.783 7.938 1.502
H: 4.319 10.195 -3.369
H: 4.371 11.875 -3.595
H: 2.905 10.821 -4.048
H: 2.505 11.978 -1.696
H: 4.060 11.468 -1.187
H: 2.437 8.447 2.210
H: 1.955 6.873 1.659
H: 0.788 8.259 1.808
C: -6.138 7.630 -1.708
C: -5.380 8.817 -1.093
O: -5.854 10.074 -1.631
C: -5.166 11.236 -1.554
O: -5.570 12.338 -1.990
O: -3.978 11.040 -0.930
C: -3.012 12.053 -0.946
H: -5.599 7.384 -2.623
H: -7.132 7.952 -2.016
H: -6.285 6.712 -1.137
H: -4.327 8.750 -1.365
H: -5.586 8.775 -0.023
H: -3.312 12.962 -0.425
H: -2.677 12.250 -1.965
H: -2.165 11.576 -0.452
C: -4.095 -5.439 4.584
C: -4.126 -6.750 3.798
O: -3.056 -7.594 4.204
C: -3.241 -8.479 5.228
O: -4.318 -8.665 5.797
O: -2.075 -8.939 5.668
C: -1.894 -9.874 6.696
H: -4.509 -4.578 4.061
H: -3.105 -5.117 4.908
H: -4.736 -5.579 5.454
H: -3.810 -6.622 2.763
H: -5.147 -7.095 3.634
H: -0.856 -10.188 6.804
H: -2.506 -10.755 6.505
H: -2.276 -9.484 7.639
C: -4.868 1.614 3.466
C: -5.272 2.970 2.867
O: -4.318 4.001 3.103
C: -4.767 5.256 3.151
O: -5.898 5.632 3.012
O: -3.695 6.085 3.250
C: -3.852 7.460 3.495
H: -4.857 1.790 4.541
H: -3.891 1.308 3.093
H: -5.572 0.832 3.179
H: -6.269 3.089 3.292
H: -5.444 2.813 1.802
H: -3.990 7.508 4.575
H: -4.673 8.009 3.033
H: -2.915 7.989 3.319
O: -1.944 -1.329 -6.155
C: -0.956 -1.895 -5.726
O: -0.500 -3.097 -5.958
C: -1.300 -4.048 -6.742
C: -0.840 -4.265 -8.169
C: 0.042 -1.142 -4.954
H: -2.379 -3.906 -6.682
H: -1.244 -5.012 -6.236
H: -1.299 -5.126 -8.656
H: 0.223 -4.503 -8.163
H: -1.156 -3.388 -8.734
H: -0.086 -0.060 -4.938
H: 1.021 -1.300 -5.406
H: 0.088 -1.489 -3.922
O: -10.898 1.126 0.411
C: -10.368 2.173 0.072
O: -9.552 2.320 -1.027
C: -9.086 1.166 -1.699
C: -7.867 1.443 -2.643
C: -10.399 3.436 0.965
H: -9.911 0.746 -2.274
H: -8.857 0.353 -1.010
H: -8.153 2.076 -3.483
H: -7.335 0.679 -3.210
H: -7.116 2.040 -2.125
H: -9.603 3.336 1.703
H: -11.353 3.460 1.492
H: -10.103 4.321 0.401
O: 3.904 7.728 -7.405
C: 3.384 6.689 -6.883
O: 4.044 5.639 -6.471
C: 5.490 5.564 -6.467
C: 6.063 5.238 -7.873
C: 1.903 6.539 -6.643
H: 5.798 4.843 -5.709
H: 5.803 6.554 -6.136
H: 5.705 4.287 -8.268
H: 7.148 5.323 -7.810
H: 5.753 6.062 -8.516
H: 1.686 6.581 -5.576
H: 1.629 5.558 -7.033
H: 1.381 7.366 -7.124
O: -0.381 -5.718 9.649
C: -1.348 -5.207 9.079
O: -1.265 -4.287 8.176
C: -0.047 -3.595 7.900
C: 0.360 -2.698 9.174
C: -2.790 -5.735 9.259
H: -0.119 -3.034 6.968
H: 0.749 -4.329 7.771
H: 1.372 -2.350 8.970
H: 0.384 -3.321 10.068
H: -0.412 -1.934 9.268
H: -2.796 -6.816 9.396
H: -3.276 -5.473 8.320
H: -3.311 -5.306 10.115

As for the energy relative to the best compared isomer or geometry (same formula, charge and spin): 599.4 kJ/mol. The total energy is -6402.57772 hartree. The HOMO energy comes out at -10.12 eV.